Record 1
# C28H49LuN2OP3Se

C28H49LuN2OP3Se as an isolated structure (ωB97M-V/def2-TZVPD, the OMol25 dataset).

```
85
Properties=species:S:1:pos:R:3:lowdin_charge:R:1
Lu 0.3439 -0.2557 -0.5676 1.163
P 2.9246 0.5044 0.5469 0.871
P -2.0827 0.0460 1.1804 0.767
P -0.4873 2.4032 -0.8228 0.709
H 1.8665 -1.0239 -4.1335 0.095
C 2.4271 -0.0851 -3.9955 -0.030
C 3.0418 0.2776 -2.8615 -0.101
H 3.2256 -0.4416 -2.0439 0.028
C 4.2644 -0.5261 1.1582 -0.159
C 1.6804 0.8346 1.8139 -0.224
C 3.6174 2.0262 -0.0951 -0.164
C -3.6009 -0.6232 0.3664 -0.247
C -1.8976 -1.1346 2.5590 -0.282
C -2.8299 1.4100 2.1910 -0.258
C 0.3613 3.3211 -2.1561 -0.249
C -0.4397 3.6533 0.5142 -0.240
C -2.2240 2.5368 -1.4170 -0.223
H 2.6881 0.4287 -4.9311 0.104
H 3.6907 1.1725 -2.8743 0.068
H 4.6767 -1.1076 0.3144 0.085
H 3.9046 -1.2307 1.9082 0.068
H 5.0764 0.1122 1.5573 0.093
H 1.6547 0.0276 2.5640 0.077
H 0.6235 0.9968 1.4693 -0.018
H 1.9423 1.7663 2.3302 0.092
H 4.1037 1.8605 -1.0652 0.055
H 4.3712 2.3905 0.6238 0.100
H 2.8603 2.8013 -0.2509 0.056
H -4.2567 -1.0711 1.1268 0.066
H -3.3062 -1.3909 -0.3658 -0.008
H -4.1303 0.1833 -0.1650 0.053
H -2.8599 -1.3045 3.0664 0.074
H -1.1803 -0.7759 3.2966 0.046
H -1.5411 -2.0982 2.2048 0.015
H -3.6306 0.9926 2.8244 0.070
H -3.2587 2.2030 1.5595 0.037
H -2.0582 1.8480 2.8418 0.048
H -0.0560 4.3326 -2.1764 0.066
H 0.1961 2.8310 -3.1267 0.027
H 1.4334 3.3610 -1.9624 0.029
H -0.4908 4.6547 0.0649 0.070
H 0.4956 3.5561 1.0807 0.031
H -1.2737 3.5342 1.2137 0.037
H -2.3583 3.5231 -1.8814 0.077
H -2.9493 2.4062 -0.6082 0.027
H -2.4249 1.7738 -2.1811 0.030
C -1.4259 -1.1561 -2.9065 -0.715
C -0.3955 -0.1992 -3.1348 -0.340
C -0.5151 0.7496 -4.1489 -0.116
C -1.7754 0.9793 -4.7028 -0.054
C -2.8445 0.1141 -4.3945 -0.038
C -2.6601 -0.9701 -3.5476 -0.094
Se -0.9994 -2.5182 -1.6999 0.691
H 2.3954 -0.4444 -0.4879 -0.019
H 0.6293 -0.3973 -2.7263 -0.015
H 0.3699 1.2912 -4.5179 0.107
H -1.9008 1.7983 -5.4117 0.126
H -3.8166 0.2831 -4.8563 0.129
H -3.4764 -1.6730 -3.3566 0.124
C 2.0925 -5.6236 3.4455 0.050
N 2.1346 -4.7422 2.2989 -0.039
N 1.2625 -3.7206 2.1922 0.055
C 1.5283 -3.0334 1.0452 -0.380
O 0.9084 -1.9328 0.7356 -0.335
C 2.5812 -3.7194 0.4060 0.062
C 2.9647 -4.7462 1.2492 -0.228
C 4.0414 -5.7580 1.1251 0.009
C 0.2056 -3.6244 3.1385 -0.259
C 0.4300 -2.9364 4.3334 -0.035
C -0.4938 -3.0855 5.3663 -0.049
C -1.6311 -3.8790 5.1918 -0.034
C -1.8732 -4.5045 3.9600 -0.036
C -0.9510 -4.3764 2.9180 -0.022
H 1.1384 -6.1775 3.4966 0.121
H 2.2620 -5.0873 4.3908 0.115
H 2.8928 -6.3578 3.3166 0.103
H 2.9844 -3.4136 -0.5431 0.121
H 4.7764 -5.6589 1.9370 0.108
H 3.6525 -6.7881 1.1303 0.111
H 4.5697 -5.5951 0.1722 0.103
H 1.3303 -2.3321 4.4400 0.121
H -0.3166 -2.5883 6.3212 0.123
H -2.3488 -4.0135 6.0159 0.131
H -2.7645 -5.1118 3.8158 0.125
H -1.0898 -4.8630 1.9512 0.139
```

Output
molar mass = 776.6 g/mol
net charge = +3
energy = -5941.16117 Eh
maximum force = 0.0938 Eh/bohr
energy relative to the best compared isomer or geometry (same formula, charge and spin) = 16.4 kcal/mol

Record 2
# C28H49N2O2P3Y

C28H49N2O2P3Y as an isolated structure (ωB97M-V/def2-TZVPD, the OMol25 dataset).

```
85
Properties=species:S:1:pos:R:3:lowdin_charge:R:1
Y 1.9784 -1.0960 0.2686 1.562
P -1.4430 2.5881 -1.5068 0.900
P 1.4863 -0.5989 -2.4165 0.786
P 0.1683 1.2616 2.2223 0.802
H 5.8604 -0.1051 -1.1200 0.080
C 5.6967 -0.3687 -0.0667 0.017
C 5.0452 -1.4933 0.2890 -0.133
H 4.8442 -2.2531 -0.4845 0.049
C -1.9970 4.2426 -1.9278 -0.188
C -1.7778 1.4635 -2.8348 -0.203
C -2.5111 1.9728 -0.1793 -0.200
C 3.1802 -1.3080 -2.3796 -0.306
C 0.6661 -1.5390 -3.7616 -0.235
C 1.8274 0.9362 -3.3975 -0.235
C 1.2222 1.3058 3.7369 -0.269
C -1.4666 1.3434 3.0591 -0.285
C 0.3946 3.0474 1.8000 -0.271
H 6.2686 0.2840 0.6157 0.097
H 4.8695 -1.7630 1.3372 0.062
H -3.0689 4.1768 -2.1681 0.081
H -1.4862 4.6682 -2.8030 0.079
H -1.8903 4.9933 -1.1319 0.081
H -2.7016 1.7898 -3.3131 0.085
H -1.9248 0.4596 -2.4477 0.035
H -0.9814 1.4201 -3.5722 0.047
H -3.5412 2.1809 -0.5196 0.085
H -2.3006 2.4459 0.7965 0.025
H -2.3621 0.8864 -0.1088 0.044
H 3.2756 -1.7129 -3.3876 0.077
H 3.3407 -2.1450 -1.6700 0.014
H 3.9381 -0.5365 -2.2074 0.045
H 0.7240 -0.9872 -4.7139 0.062
H -0.3944 -1.7262 -3.5408 0.012
H 1.1760 -2.5020 -3.8805 0.063
H 1.7148 0.7124 -4.4772 0.064
H 2.8588 1.2753 -3.2143 0.060
H 1.1416 1.7637 -3.1477 0.015
H 0.6491 1.6504 4.6074 0.055
H 2.0814 1.9730 3.5794 0.038
H 1.5842 0.2826 3.9097 0.034
H -1.3284 1.6593 4.1026 0.049
H -1.8621 0.3160 3.0522 0.033
H -2.1765 2.0126 2.5538 0.021
H 0.3290 3.6499 2.7165 0.072
H -0.3480 3.4325 1.0899 0.000
H 1.3812 3.2183 1.3537 0.029
C 3.4943 1.6583 1.2264 -0.467
C 4.0127 2.7977 0.6064 -0.042
C 4.9337 3.6046 1.2953 -0.063
C 5.4263 3.2497 2.5421 -0.068
C 5.0325 2.0102 3.0682 -0.062
C 4.0674 1.2017 2.4374 -0.090
O 2.4882 1.0006 0.5850 -0.419
H -0.0570 2.5516 -1.0752 0.066
H 3.7321 2.9258 -0.4469 0.115
H 5.2600 4.5508 0.8843 0.113
H 6.2438 3.8373 2.9933 0.127
H 5.5402 1.6524 3.9680 0.119
H 3.7515 0.1815 2.7270 0.101
C -4.6138 -3.8405 0.8064 0.031
N -3.2914 -3.3638 1.2022 -0.032
N -2.4541 -2.5590 0.4975 0.059
C -1.1672 -2.6405 1.0384 -0.345
O -0.1087 -2.0581 0.5343 -0.269
C -1.3061 -3.4221 2.2150 0.081
C -2.6125 -3.8872 2.2303 -0.248
C -3.2909 -4.8536 3.0963 0.008
C -3.0007 -1.9687 -0.6857 -0.215
C -4.1801 -1.2242 -0.5969 -0.045
C -4.7712 -0.7472 -1.7669 -0.052
C -4.2204 -1.1088 -2.9936 -0.071
C -3.1567 -2.0046 -3.0766 -0.068
C -2.5326 -2.4303 -1.9065 -0.021
H -4.6169 -4.9339 0.7410 0.112
H -5.0618 -3.4785 -0.1224 0.104
H -5.3506 -3.6432 1.5901 0.113
H -0.4670 -3.6157 2.8746 0.129
H -4.2368 -4.4438 3.4801 0.109
H -3.5229 -5.7969 2.5744 0.114
H -2.6101 -5.0410 3.9293 0.104
H -4.6261 -1.0029 0.3672 0.133
H -5.6597 -0.1148 -1.7297 0.128
H -4.7063 -0.7947 -3.9199 0.127
H -2.7945 -2.3880 -4.0292 0.122
H -1.7076 -3.1375 -1.8724 0.128
```

Output
molar mass = 627.5 g/mol
net charge = +3
energy = -2417.78977 Eh
maximum force = 0.0593 Eh/bohr
energy relative to the best compared isomer or geometry (same formula, charge and spin) = 0.0 kcal/mol

Record 3
# C28H50BF8N7O12P2

A 3-piece molecular cluster, C28H50BF8N7O12P2 overall (ωB97M-V/def2-TZVPD, the OMol25 dataset).

```
108
Properties=species:S:1:pos:R:3:lowdin_charge:R:1
C 0.2266 2.1121 -0.2764 -0.090
C -0.6238 0.9467 0.5127 -0.213
O -0.0107 -0.3896 0.4911 -0.018
B 1.0058 -0.5641 1.5463 -0.363
O 0.9739 0.1029 2.8900 0.055
C 2.3017 -1.6069 1.3262 -0.138
C 1.8031 -3.0339 1.9552 0.016
O 0.6062 -3.0180 2.6034 0.067
C 2.6338 -4.4795 1.8200 -0.081
F 2.6604 -4.7598 0.3404 0.028
F 1.7239 -5.4855 2.4859 0.029
C 4.1154 -4.3761 2.5048 -0.085
F 3.8899 -3.8827 3.9151 0.034
F 5.0244 -3.3864 1.8773 0.055
C 4.9386 -5.7814 2.6410 -0.082
F 5.1094 -6.2660 4.0496 0.028
F 6.3433 -5.5129 2.1529 0.021
C 4.3816 -7.0238 1.7321 -0.152
O 4.7876 -7.1755 0.4435 0.016
O 3.4328 -8.0809 2.2091 0.012
O 3.3263 -0.9297 2.1889 -0.023
C 4.4733 -0.2783 1.4857 -0.147
O 5.5906 0.2515 2.0566 0.012
C 4.0733 -0.2992 -0.1265 -0.261
C 3.5512 1.2369 -0.3611 -0.039
C 5.4397 -0.3720 -1.0288 -0.023
C 5.5047 -1.6180 -2.0948 -0.159
O 5.2636 -1.4858 -3.4074 0.025
F 5.8283 -2.9779 -1.5262 -0.042
C 2.9982 -1.5465 -0.1568 -0.031
C 2.0843 -1.7961 -1.5058 -0.136
O 1.5846 -3.0188 -1.8378 0.012
N 1.7282 -0.6819 -2.5126 0.122
C 1.1676 -1.3959 -3.7607 -0.186
O 1.9692 -1.7596 -4.7861 0.033
F -0.3008 -1.7245 -3.8909 -0.025
H -0.5605 2.9054 -0.6952 0.089
H 0.9719 2.7169 0.4031 0.089
H 0.8301 1.7383 -1.2066 0.057
H -1.6574 0.8442 -0.0760 0.140
H -0.9042 1.3502 1.5753 0.142
H 0.6935 -0.5713 3.5890 0.137
H 3.2922 -8.7487 1.4486 0.155
H 2.8470 1.5977 0.5328 0.102
H 2.9822 1.3554 -1.3825 0.093
H 4.4945 1.9664 -0.3050 0.127
H 6.4053 -0.4555 -0.3365 0.156
H 5.5253 0.6217 -1.6801 0.148
H 3.7228 -2.4802 -0.1303 0.151
H 0.8516 -0.2598 -2.0816 0.115
C -3.4176 -4.5936 4.7730 -0.136
N -3.6827 -3.2234 5.1325 -0.372
C -3.2362 -2.9476 6.5028 -0.127
P -4.1663 -1.8866 4.2172 0.762
O -2.7203 -1.3397 4.1325 -0.317
N -4.2166 -2.1995 2.5291 -0.330
C -4.1784 -3.5009 1.8912 -0.135
C -3.4679 -1.2562 1.6767 -0.146
N -5.8287 -2.5153 4.3147 -0.291
C -6.3675 -3.5962 5.1181 -0.114
C -6.8253 -1.9955 3.3802 -0.141
H -3.9142 -5.2630 5.4865 0.079
H -2.3478 -4.8219 4.7794 0.090
H -3.8142 -4.8993 3.8167 0.043
H -4.0827 -2.6186 7.1097 0.066
H -2.4735 -2.1638 6.5278 0.068
H -2.8073 -3.8266 6.9938 0.081
H -3.1900 -3.9632 1.9714 0.087
H -4.4203 -3.4294 0.8241 0.084
H -4.9436 -4.1690 2.2966 0.069
H -2.3977 -1.4953 1.6535 0.071
H -3.5903 -0.2262 2.0344 0.072
H -3.8437 -1.2650 0.6473 0.080
H -6.2458 -4.5592 4.6140 0.088
H -7.4405 -3.4654 5.3072 0.081
H -5.9235 -3.6488 6.1145 0.078
H -6.9585 -2.6710 2.5288 0.084
H -6.5369 -1.0107 2.9988 0.076
H -7.8019 -1.8600 3.8552 0.075
C 0.5156 6.4974 -6.3966 -0.138
N 0.6695 5.3892 -5.4882 -0.373
C 1.4325 4.3033 -6.1142 -0.125
P 0.3549 5.2293 -3.8347 0.750
O 1.8442 5.4361 -3.4653 -0.315
N -0.1040 6.7040 -3.0832 -0.335
C -0.5118 7.9235 -3.7531 -0.140
C 0.6677 7.0833 -1.8842 -0.145
N -1.3572 4.9914 -4.2595 -0.291
C -1.9729 4.7891 -5.5571 -0.114
C -2.3618 5.1361 -3.2076 -0.142
H 0.0224 6.1540 -7.3146 0.080
H 1.4767 6.9414 -6.6718 0.090
H -0.1252 7.2911 -6.0436 0.042
H 0.8295 3.3928 -6.1394 0.066
H 2.3527 4.0879 -5.5633 0.069
H 1.7226 4.5287 -7.1451 0.082
H 0.3297 8.4126 -4.2529 0.087
H -0.9356 8.6452 -3.0447 0.083
H -1.3207 7.7386 -4.4656 0.069
H 1.6207 7.5564 -2.1507 0.081
H 0.8737 6.2051 -1.2595 0.067
H 0.1046 7.7786 -1.2515 0.077
H -2.1923 5.7449 -6.0416 0.089
H -2.9221 4.2444 -5.4755 0.081
H -1.3666 4.1737 -6.2253 0.078
H -2.8219 6.1293 -3.2349 0.084
H -1.9235 4.9850 -2.2159 0.067
H -3.1616 4.3947 -3.2992 0.075
```

Output
SMILES = CCOB(O)[C@]1(C(=O)C(F)(F)C(F)(F)C(F)(F)C(=O)O)OC(=O)[C@@](C)(CC(=O)F)[C@@H]1C(=O)NC(=O)F.CN(C)P(=O)(N(C)C)N(C)C.CN(C)P(=O)(N(C)C)N(C)C
molar mass = 901.5 g/mol
energy = -3888.86063 Eh
maximum force = 0.2036 Eh/bohr

Record 4
# C28H50BN5O4

A 4-piece molecular cluster, C28H50BN5O4 overall (ωB97M-V/def2-TZVPD, the OMol25 dataset).

```
88
Properties=species:S:1:pos:R:3:lowdin_charge:R:1
C -6.6291 0.0252 -0.6570 -0.104
C -6.0514 -0.4443 -2.0533 -0.246
C -4.8182 -1.3584 -1.7675 -0.217
C -3.6099 -0.4388 -1.3419 -0.200
C -2.2681 -1.2198 -1.6326 -0.182
C -1.1171 -0.6208 -0.7160 -0.154
C 0.0632 -0.2392 -1.6488 -0.213
C 0.5331 -1.5388 -2.3029 -0.203
N 0.9656 -2.2935 -3.0057 0.196
C 1.3144 0.3616 -0.9226 -0.199
C 2.1978 -0.6718 -0.2686 -0.166
N 2.5728 -1.5334 0.3375 0.221
C 2.1910 1.0703 -2.0726 -0.131
O 3.5650 0.8942 -1.8422 -0.114
C 4.3474 2.0804 -1.9618 -0.171
C 5.4394 1.9227 -3.0771 -0.166
O 4.9449 2.4123 -4.3273 -0.166
C 5.0689 3.8184 -4.4310 -0.286
C 4.0295 4.2946 -5.5045 -0.068
B 0.9993 1.5041 0.1547 -0.595
O -0.1865 2.2055 0.2490 0.186
O 2.0402 1.8443 1.0502 0.000
C 2.5089 3.1777 0.7346 -0.049
H -6.5421 -0.7816 0.0916 0.045
H -6.0027 0.8760 -0.3308 0.068
H -7.6813 0.3185 -0.8039 0.067
H -6.8215 -0.9381 -2.6722 0.096
H -5.6947 0.4743 -2.5598 0.094
H -4.4980 -1.9451 -2.6478 0.107
H -4.9918 -2.0374 -0.9096 0.088
H -3.6062 0.4697 -1.9757 0.114
H -3.6561 -0.2043 -0.2630 0.102
H -2.3839 -2.3093 -1.5092 0.112
H -2.0493 -1.0130 -2.7013 0.112
H -0.8579 -1.3659 0.0598 0.123
H -1.5851 0.2328 -0.1988 0.094
H -0.3104 0.4684 -2.4069 0.164
H 1.9145 0.5919 -3.0334 0.140
H 1.8538 2.1253 -2.1125 0.131
H 4.9122 2.2048 -1.0141 0.094
H 3.7818 2.9948 -2.2139 0.111
H 6.3897 2.4013 -2.7790 0.103
H 5.5824 0.8315 -3.1983 0.136
H 4.8106 4.3616 -3.4949 0.109
H 6.1005 4.1297 -4.7084 0.123
H 4.5309 4.2759 -6.4883 0.072
H 3.6561 5.3037 -5.2518 0.069
H 3.1539 3.6194 -5.4807 0.075
H -0.1375 2.6689 1.1011 0.122
H 2.4564 3.3970 -0.3495 0.082
H 1.8729 3.9477 1.2243 0.097
H 3.5500 3.2620 1.0901 0.102
C -4.0882 -4.0562 1.3871 -0.125
C -5.0849 -4.8900 2.1799 -0.259
C -6.5335 -4.4428 1.9628 -0.180
C -6.7023 -3.0380 2.3932 -0.236
N -6.8321 -1.9570 2.7255 0.151
H -4.1095 -3.0093 1.6996 0.058
H -3.0741 -4.4233 1.5476 0.067
H -4.3041 -4.1040 0.3160 0.068
H -4.8336 -4.8295 3.2414 0.108
H -4.9884 -5.9379 1.8877 0.110
H -7.2136 -5.0723 2.5381 0.115
H -6.8068 -4.5248 0.9090 0.118
C -3.4970 -0.1267 4.4021 -0.108
C -1.9744 -0.0731 4.3222 -0.261
C -1.3917 -1.1253 3.3743 -0.179
C -1.7511 -2.4814 3.8336 -0.232
N -2.0289 -3.5280 4.1880 0.161
H -3.8450 -1.0812 4.8007 0.071
H -3.8706 0.6563 5.0634 0.073
H -3.9482 0.0180 3.4174 0.072
H -1.5597 -0.2095 5.3239 0.112
H -1.6693 0.9193 3.9810 0.102
H -0.3042 -1.0387 3.3396 0.119
H -1.7754 -0.9825 2.3617 0.099
C 5.0276 0.0359 1.7725 -0.112
C 6.4834 -0.2337 2.1409 -0.255
C 7.3554 1.0266 2.1129 -0.179
C 7.3669 1.6182 0.7592 -0.212
N 7.3759 2.0733 -0.2837 0.168
H 4.9324 0.4088 0.7503 0.058
H 4.4443 -0.8806 1.8360 0.051
H 4.5812 0.7701 2.4493 0.078
H 6.8909 -0.9787 1.4533 0.115
H 6.5230 -0.6661 3.1432 0.108
H 8.3802 0.7824 2.3965 0.116
H 6.9769 1.7688 2.8181 0.118
```

Output
SMILES = CCCCCC[C@H](C#N)[C@@](C#N)(COCCOCC)B(O)OC.CCCC#N.CCCC#N.CCCC#N
molar mass = 531.6 g/mol
energy = -1696.45316 Eh
maximum force = 0.1087 Eh/bohr